Entry 1:
A structure of composition C35H28Cl5ILiN5O, computed with wB97M-V/def2-TZVPD.

Output
HOMO-LUMO gap (Ha): 0.206
Total charge: -2
LUMO level (hartree): 0.150
ΔE to the lowest compared entry with this formula, charge and spin (kJ/mol): 7.0

CARTESIAN COORDINATES (ANGSTROEM)
Li 1.28860 0.29466 -0.18994
Cl 5.96638 -0.17915 5.54520
C 5.10711 -0.20892 4.03983
C 3.71030 -0.22408 4.01112
Cl 2.83618 -0.21558 5.50833
C 3.02113 -0.24814 2.81526
Cl 1.29672 -0.26946 2.76913
C 3.67766 -0.25593 1.53595
O 3.06251 -0.29204 0.44670
C 5.11005 -0.24126 1.61969
Cl 5.96108 -0.25824 0.11633
C 5.79057 -0.21962 2.82282
Cl 7.52589 -0.20741 2.83397
I 1.32212 1.19039 -3.26372
C 1.01791 3.19486 -2.72252
C 0.86781 4.11072 -3.72736
C 0.64466 5.46738 -3.41254
C 0.58344 5.85898 -2.10685
C 0.74183 4.92049 -1.05521
C 0.68560 5.33911 0.29351
C 0.85108 4.41693 1.29038
C 1.05926 3.05493 0.97934
C 1.11639 2.54261 -0.30970
C 0.96394 3.53309 -1.33749
H 0.91832 3.79556 -4.76138
H 0.52474 6.18817 -4.21384
H 0.41509 6.90067 -1.84917
H 0.51895 6.38985 0.51166
H 0.81732 4.73288 2.33030
H 1.16009 2.37622 1.82393
C -2.19442 1.86430 2.15738
N -3.66584 1.80977 2.02716
C -3.99462 2.07404 0.61968
N -3.36269 1.13190 -0.29850
C -1.90120 1.21627 -0.10314
N -1.53017 0.91233 1.28370
C -1.99512 -0.43338 1.60737
N -3.45806 -0.55880 1.45534
C -4.08603 0.43532 2.32263
C -3.78451 -0.22163 0.06493
H -1.93194 1.64736 3.19691
H -1.85197 2.87175 1.90928
H -3.66470 3.08441 0.36689
H -5.08219 2.01669 0.50198
H -1.56470 2.22560 -0.34477
H -1.39426 0.50647 -0.75880
H -1.73749 -0.66014 2.64644
H -1.48696 -1.14214 0.95160
H -3.82998 0.20663 3.36085
H -5.17334 0.37145 2.20747
H -4.86752 -0.30716 -0.07424
H -3.28103 -0.93323 -0.59317
N 0.16254 -1.26316 -0.71764
C 0.03336 -2.43315 -1.12148
C -0.46692 -2.77931 -2.52083
C -1.25179 -1.83974 -3.19018
C -1.68795 -2.05560 -4.48663
C -1.33330 -3.22086 -5.15993
C -0.53700 -4.15680 -4.51608
C -0.11463 -3.93887 -3.20955
C 0.36207 -3.61707 -0.21880
C 1.43770 -3.48408 0.66277
C 1.73233 -4.47659 1.58155
C 0.94267 -5.62179 1.65752
C -0.13755 -5.75887 0.79929
C -0.41739 -4.76791 -0.13713
H -1.47857 -0.91829 -2.66450
H -2.29647 -1.30667 -4.98066
H -1.66539 -3.38968 -6.17793
H -0.23694 -5.06165 -5.03364
H 0.51412 -4.67584 -2.72352
H 2.01425 -2.56608 0.61024
H 2.57538 -4.35355 2.25204
H 1.16500 -6.39388 2.38537
H -0.77157 -6.63733 0.85880
H -1.26794 -4.88876 -0.79977

Entry 2:
An isolated molecule of C3H2Cl2OS2, computed with wB97M-V/def2-TZVPD.

Output
HOMO-LUMO gap (Ha): 0.344
LUMO level (hartree): -0.006
ΔE to the lowest compared entry with this formula, charge and spin (kJ/mol): 150.2

CARTESIAN COORDINATES (ANGSTROEM)
C -0.76950 0.41143 0.66544
C 0.64127 0.41386 0.29333
C 1.35345 -0.63669 -0.32091
O -1.61703 -1.07695 -1.55421
S -2.00021 1.50667 -0.04226
S -2.03950 -0.57693 -0.24230
Cl 1.41359 1.94593 0.63426
Cl 3.03409 -0.67712 -0.58294
H -1.01985 0.20635 1.77068
H 1.00370 -1.51655 -0.62110

Entry 3:
An isolated molecule of C4H5NO, computed with wB97M-V/def2-TZVPD.

Output
HOMO-LUMO gap (Ha): 0.351
LUMO level (hartree): -0.012
ΔE to the lowest compared entry with this formula, charge and spin (kJ/mol): 524.5

CARTESIAN COORDINATES (ANGSTROEM)
C 0.92937 0.76928 -0.22509
C -0.18676 -0.12946 0.22135
N -0.62638 -1.13126 -0.44769
O 0.08216 -1.28655 -1.62374
C -2.15128 0.51462 1.19844
C -0.92066 0.18186 1.48359
H 0.59944 1.35853 -1.08864
H 1.22327 1.45623 0.57123
H 1.79103 0.17757 -0.54671
H -0.30487 -2.08869 -1.99819
H -0.43532 0.17789 2.45546

Entry 4:
A structure of composition C8H13AlO5, computed with wB97M-V/def2-TZVPD.

Output
HOMO-LUMO gap (Ha): 0.067
Total charge: +2
LUMO level (hartree): -0.497
ΔE to the lowest compared entry with this formula, charge and spin (kJ/mol): 486.1

CARTESIAN COORDINATES (ANGSTROEM)
Al 0.53176 0.94373 -4.58741
O 0.15716 0.35281 -0.51585
H -0.67214 -0.02440 -0.16299
O -3.74489 -0.93133 -2.45946
C -4.59684 -0.99073 -1.60603
O -5.68831 -1.77689 -1.75473
C -6.59659 -1.63905 -0.68839
C -6.05171 -0.52074 0.22504
C -4.62502 -0.31948 -0.20269
H -6.49337 -2.52463 -0.06134
H -7.61987 -1.55816 -1.05506
H -6.16772 -0.66248 1.29954
H -6.65174 0.35621 -0.01793
H -4.01643 -1.01131 0.37963
H -4.14446 0.65473 -0.29251
O 7.50858 2.49345 0.54900
C 6.52109 1.77985 0.78237
O 5.41495 2.26360 1.42257
C 4.44005 1.30649 1.30217
C 5.14759 -0.11302 1.22651
C 6.30576 0.26149 0.41359
H 3.86553 1.65949 0.44576
H 3.81890 1.34378 2.19709
H 4.47253 -0.92612 0.95955
H 5.44028 -0.31827 2.25622
H 6.26118 0.25109 -0.67544
H 7.18380 -0.35020 0.62091

no.,highest occupied orbital energy (eV),largest force on an atom (eV/A),electronic energy (eV)
1,-1.5039,0.31,-117167.1955
2,-9.5237,6.48,-51904.0309
3,-9.8789,0.68,-7761.0908
4,-15.3510,3.88,-25315.1019